The following is a DFT calculation (ωB97M-V/def2-TZVPD) of a cluster of 2 separate species, C4H16N2O2 in total in a non-equilibrium geometry.

Each line ends with the Löwdin charge.
CARTESIAN COORDINATES (ANGSTROEM)
1 C 1.503 1.456 0.485  -0.183
2 O 0.152 1.696 0.564  -0.045
3 C 1.543 0.160 -0.523  -0.227
4 C 0.769 -1.014 0.049  -0.150
5 C -0.560 -1.345 -0.623  -0.053
6 N -1.717 -0.380 -0.061  0.189
7 N 2.993 -0.209 -0.766  0.250
8 H 2.081 2.217 -0.049  0.140
9 H 1.971 1.146 1.435  0.148
10 H -0.110 2.308 1.265  0.147
11 H 0.984 0.618 -1.342  0.159
12 H 0.613 -0.851 1.136  0.143
13 H 1.311 -2.026 0.079  0.161
14 H -0.948 -2.273 -0.239  0.132
15 H -0.590 -1.139 -1.709  0.148
16 H -1.306 0.513 0.181  0.103
17 H -2.296 -0.798 0.682  0.151
18 H -2.387 -0.346 -0.850  0.163
19 H 3.504 0.446 -0.182  0.158
20 H 3.244 -1.149 -0.442  0.180
21 H 3.350 0.011 -1.733  0.215
22 H -4.235 0.835 1.223  0.053
23 H -5.405 0.006 0.806  0.073
24 O -4.463 0.119 0.615  -0.055

Calculated values
F_max ... 3.15 eV Å⁻¹
Frontier orbital gap ... 11.34 eV
Total charge ... +2
LUMO energy ... -6.62 eV
Energy relative to the best compared isomer or geometry (same formula, charge and spin) ... 33.41 kcal/mol



The following is a DFT calculation (ωB97M-V/def2-TZVPD) of a structure of composition C38H37N7O9PdSSi.

Each line ends with the Löwdin spin population.
CARTESIAN COORDINATES (ANGSTROEM)
1 Pd -0.694 0.356 -1.009  1.437
2 C 3.279 2.884 4.656  0.001
3 C 2.773 2.977 3.245  0.006
4 C 2.854 1.883 2.390  -0.001
5 C 2.369 1.952 1.094  0.007
6 C 1.800 3.141 0.656  0.006
7 C 1.728 4.258 1.482  0.005
8 C 2.212 4.165 2.773  0.001
9 S 1.184 3.214 -0.979  0.020
10 O 1.876 2.267 -1.784  0.006
11 O 1.057 4.581 -1.390  0.009
12 N -0.379 2.542 -0.803  0.407
13 C -1.465 3.286 -0.663  0.056
14 C -1.500 4.679 -0.386  0.196
15 C -2.700 5.369 -0.299  0.001
16 C -3.905 4.733 -0.499  0.223
17 C -3.946 3.339 -0.770  0.011
18 C -5.152 2.650 -1.004  0.028
19 C -5.119 1.309 -1.273  -0.012
20 C -3.879 0.658 -1.284  0.036
21 N -2.742 1.283 -1.055  0.058
22 C -2.750 2.606 -0.820  0.061
23 H 3.769 1.929 4.835  0.000
24 H 2.455 2.979 5.366  0.000
25 H 3.989 3.684 4.869  0.000
26 H 3.294 0.959 2.743  0.000
27 H 2.435 1.101 0.425  0.000
28 H 1.327 5.188 1.103  0.001
29 H 2.169 5.031 3.423  0.000
30 H -0.573 5.211 -0.254  0.007
31 H -2.678 6.428 -0.084  -0.004
32 H -4.835 5.285 -0.458  0.011
33 H -6.088 3.194 -0.978  0.001
34 H -6.019 0.745 -1.470  -0.001
35 H -3.820 -0.404 -1.486  0.002
36 C -0.720 0.587 2.236  0.001
37 N -1.290 -0.228 1.157  0.046
38 C -2.314 -0.917 1.482  0.006
39 C -3.137 -1.809 0.699  0.001
40 C -4.452 -2.093 1.053  0.002
41 C -5.028 -2.834 0.012  0.000
42 C -4.042 -3.003 -0.939  0.003
43 N -2.906 -2.388 -0.531  0.001
44 C 0.357 -0.138 3.005  0.000
45 C 0.483 0.073 4.373  0.000
46 C 1.505 -0.536 5.088  0.000
47 C 2.403 -1.371 4.437  0.000
48 C 2.274 -1.592 3.071  0.000
49 C 1.257 -0.975 2.357  0.000
50 H -1.508 0.899 2.932  0.001
51 H -0.304 1.493 1.786  0.000
52 H -2.706 -0.811 2.501  0.003
53 H -4.927 -1.762 1.963  0.000
54 H -6.032 -3.217 -0.043  0.000
55 H -4.056 -3.543 -1.871  0.000
56 H -0.222 0.721 4.884  0.000
57 H 1.593 -0.366 6.154  0.000
58 H 3.198 -1.851 4.992  0.000
59 H 2.972 -2.231 2.546  0.000
60 H 1.185 -1.134 1.287  0.000
61 O 6.024 -0.668 -5.019  0.002
62 N 4.883 -0.326 -5.273  -0.002
63 O 4.518 0.088 -6.356  -0.008
64 C 3.881 -0.445 -4.213  0.012
65 C 2.574 -0.056 -4.473  0.111
66 C 1.603 -0.149 -3.486  -0.009
67 C 1.936 -0.652 -2.167  0.027
68 O 1.112 -0.721 -1.182  0.112
69 C 3.286 -1.072 -2.013  0.015
70 C 4.260 -0.947 -3.000  0.087
71 N 3.748 -1.662 -0.765  0.000
72 O 2.939 -2.165 0.000  0.003
73 O 4.946 -1.640 -0.533  -0.003
74 N 0.331 0.304 -3.864  0.324
75 O -0.752 0.217 -3.081  0.270
76 O 0.123 0.674 -5.043  0.350
77 H 2.296 0.332 -5.438  0.010
78 H 5.275 -1.256 -2.809  0.005
79 C 0.754 -4.092 -2.221  0.000
80 Si -0.637 -4.079 -0.981  0.004
81 C -0.017 -4.113 0.776  0.000
82 C -1.820 -5.504 -1.279  0.002
83 C -1.638 -2.473 -1.257  0.036
84 H 1.123 -5.110 -2.370  0.000
85 H 1.583 -3.478 -1.866  0.000
86 H 0.440 -3.705 -3.193  0.000
87 H 0.294 -5.123 1.054  0.000
88 H -0.781 -3.795 1.489  0.000
89 H 0.847 -3.456 0.878  0.000
90 H -1.293 -6.450 -1.137  0.000
91 H -2.215 -5.500 -2.298  0.000
92 H -2.663 -5.489 -0.585  0.000
93 H -1.833 -2.299 -2.317  0.000
94 H -1.038 -1.629 -0.920  0.011

Calculated values
F_max ... 0.52 eV Å⁻¹
Frontier orbital gap (alpha / beta) ... 4.47 / 4.64 eV
LUMO energy (alpha / beta) ... -1.31 / -3.37 eV
Spin multiplicity ... 5
Energy relative to the best compared isomer or geometry (same formula, charge and spin) ... 7.22 kcal/mol



The following is a DFT calculation (ωB97M-V/def2-TZVPD) of the molecule C3H10P2 in a non-equilibrium geometry.

Each line ends with the Löwdin charge.
CARTESIAN COORDINATES (ANGSTROEM)
1 C 0.951 -1.661 0.219  -0.075
2 P 0.246 0.480 0.099  0.406
3 C -1.332 0.340 0.957  -0.289
4 C -0.181 0.497 -1.675  -0.290
5 P 1.337 2.118 0.567  0.379
6 H 0.991 -1.520 1.282  -0.010
7 H 0.141 -2.144 -0.209  -0.013
8 H 1.868 -1.477 -0.265  -0.005
9 H -1.147 -0.608 1.440  0.007
10 H -1.554 0.987 1.830  0.055
11 H -2.138 0.255 0.187  0.056
12 H 0.595 0.064 -2.343  0.062
13 H -0.982 -0.234 -1.770  0.037
14 H -0.363 1.423 -2.027  -0.011
15 H 1.568 1.479 1.710  -0.310

Calculated values
F_max ... 5.48 eV Å⁻¹
Frontier orbital gap ... 7.78 eV
LUMO energy ... 0.64 eV
SMILES string ... CP(C)(C)=P
Energy relative to the best compared isomer or geometry (same formula, charge and spin) ... 26.63 kcal/mol



The following is a DFT calculation (ωB97M-V/def2-TZVPD) of a cluster of 2 separate species, C4H13NO2P in total in a non-equilibrium geometry.

Each line ends with the Löwdin spin population.
CARTESIAN COORDINATES (ANGSTROEM)
1 C -1.124 1.346 -3.037  0.014
2 C -0.209 -0.491 -1.818  0.008
3 C 2.314 -1.666 2.826  0.046
4 C -1.950 0.828 -0.779  0.281
5 N -1.175 0.653 -1.787  0.180
6 O -0.258 0.704 1.580  0.124
7 O 1.427 -0.888 2.109  0.428
8 P -0.106 -0.543 2.646  0.615
9 H -0.953 0.675 -3.906  0.006
10 H -2.018 1.910 -3.198  0.002
11 H -0.285 1.962 -3.014  0.006
12 H 0.817 -0.273 -2.284  0.006
13 H -0.011 -0.840 -0.878  0.002
14 H -0.575 -1.264 -2.522  0.004
15 H 1.879 -2.574 3.385  0.022
16 H 2.657 -1.022 3.588  0.018
17 H 3.142 -2.018 2.223  0.000
18 H -2.433 1.850 -0.673  0.031
19 H -1.931 0.047 -0.006  0.034
20 H 0.212 1.531 1.760  0.020
21 H 0.581 0.074 3.783  0.153

Calculated values
F_max ... 4.68 eV Å⁻¹
Frontier orbital gap (alpha / beta) ... 3.45 / 6.33 eV
Total charge ... +1
LUMO energy (alpha / beta) ... -4.45 / -7.88 eV
Spin multiplicity ... 3



The following is a DFT calculation (ωB97M-V/def2-TZVPD) of a cluster of 2 separate species, C3H9N2O2 in total.

Each line ends with the Löwdin charge.
CARTESIAN COORDINATES (ANGSTROEM)
1 C 0.369 0.066 1.160  -0.328
2 C -0.634 -0.887 0.536  -0.301
3 N -0.420 -2.257 1.024  -0.029
4 N -0.037 1.436 0.910  -0.016
5 H 0.407 -0.127 2.238  0.091
6 H 1.354 -0.174 0.744  0.099
7 H -1.641 -0.515 0.747  0.100
8 H -0.494 -0.876 -0.545  0.097
9 H -0.920 -2.923 0.457  0.041
10 H -0.762 -2.361 1.973  0.045
11 H 0.638 2.091 1.274  0.043
12 H -0.134 1.619 -0.098  0.017
13 O -0.326 1.837 -1.963  -0.152
14 C 0.576 1.230 -2.587  -0.671
15 O 1.219 0.225 -2.249  -0.121
16 H 0.804 1.616 -3.619  0.083

Calculated values
F_max ... 0.49 eV Å⁻¹
Frontier orbital gap ... 8.41 eV
Total charge ... -1
LUMO energy ... 4.11 eV
Energy relative to the best compared isomer or geometry (same formula, charge and spin) ... 17.13 kcal/mol



The following is a DFT calculation (ωB97M-V/def2-TZVPD) of a cluster of 2 separate species, C15H16BF9O8 in total in a non-equilibrium geometry.

Each line ends with the Löwdin charge.
CARTESIAN COORDINATES (ANGSTROEM)
1 C -0.630 3.694 1.198  -0.054
2 C -1.821 3.719 0.240  -0.244
3 O -1.657 4.608 -0.849  0.080
4 B -1.382 3.992 -2.066  -0.570
5 O -2.366 3.343 -2.745  0.206
6 C 0.148 4.046 -2.427  0.095
7 C 0.983 3.028 -2.665  -0.053
8 C 0.697 1.584 -2.878  -0.077
9 C -0.290 0.949 -1.885  -0.043
10 C -0.341 -0.557 -2.029  -0.491
11 F -0.213 -0.937 -3.283  0.175
12 F -1.538 -0.961 -1.602  0.145
13 C 0.699 -1.360 -1.195  -0.388
14 F 0.229 -2.604 -1.125  0.157
15 F 1.849 -1.466 -1.816  0.197
16 C 0.888 -0.896 0.280  -0.371
17 F -0.220 -0.423 0.794  0.187
18 F 1.156 -1.981 0.996  0.159
19 C 2.085 0.086 0.528  -0.614
20 F 2.408 0.797 -0.513  0.209
21 F 1.705 0.937 1.469  0.182
22 F 3.105 -0.541 0.997  0.241
23 C 2.357 3.612 -2.478  -0.375
24 O 3.250 3.069 -1.934  0.190
25 O 2.346 5.005 -2.585  0.160
26 C 0.984 5.251 -2.693  -0.408
27 O 0.587 6.175 -3.290  0.210
28 H -0.738 2.882 1.920  0.081
29 H 0.301 3.525 0.653  0.073
30 H -0.560 4.599 1.795  0.081
31 H -2.679 4.005 0.850  0.125
32 H -1.998 2.674 -0.054  0.109
33 H -2.908 2.894 -2.077  0.120
34 H 1.626 1.038 -3.017  0.131
35 H 0.175 1.567 -3.838  0.146
36 H -1.290 1.284 -2.140  0.119
37 H -0.070 1.292 -0.876  0.120
38 C -1.030 -6.953 5.234  -0.043
39 O -1.121 -6.790 3.819  0.003
40 C -0.574 -5.662 3.360  -0.619
41 O -0.035 -4.816 4.027  0.125
42 O -0.728 -5.635 2.036  0.011
43 C -0.184 -4.474 1.405  -0.051
44 H -1.507 -7.899 5.477  0.092
45 H 0.012 -6.991 5.551  0.097
46 H -1.554 -6.150 5.750  0.097
47 H 0.890 -4.415 1.569  0.097
48 H -0.675 -3.574 1.769  0.094
49 H -0.371 -4.570 0.340  0.088

Calculated values
F_max ... 2.44 eV Å⁻¹
Frontier orbital gap ... 9.90 eV
LUMO energy ... -0.79 eV
SMILES string ... CCOB(O)C1=C(CCC(F)(F)C(F)(F)C(F)(F)C(F)(F)F)C(=O)OC1=O.COC(=O)OC
Energy relative to the best compared isomer or geometry (same formula, charge and spin) ... 26.95 kcal/mol



The following is a DFT calculation (ωB97M-V/def2-TZVPD) of a structure of composition C23H19MnN4OS7 in a non-equilibrium geometry.

Each line ends with the Löwdin spin population.
CARTESIAN COORDINATES (ANGSTROEM)
1 Mn 0.161 -0.929 -0.271  0.915
2 S 0.139 -1.339 1.963  -0.003
3 C 1.770 -0.722 2.178  -0.014
4 N 2.171 -0.423 3.384  0.090
5 N 3.412 0.205 3.509  0.021
6 C 3.881 1.335 2.868  0.002
7 C 5.220 1.704 3.065  0.002
8 C 5.733 2.857 2.494  0.000
9 C 4.936 3.678 1.708  0.003
10 C 3.604 3.323 1.519  0.000
11 C 3.071 2.179 2.087  0.003
12 N 2.609 -0.637 1.098  0.054
13 N 2.079 -0.913 -0.054  -0.024
14 C 3.049 -1.007 -1.087  -0.001
15 C 2.771 -1.778 -2.213  -0.004
16 C 3.706 -1.886 -3.231  0.001
17 C 4.925 -1.228 -3.139  -0.004
18 C 5.203 -0.465 -2.011  0.000
19 C 4.280 -0.354 -0.984  -0.004
20 H 3.904 -0.086 4.325  0.001
21 H 5.861 1.059 3.657  0.000
22 H 6.775 3.106 2.655  0.000
23 H 5.342 4.570 1.247  0.000
24 H 2.962 3.946 0.907  0.000
25 H 2.038 1.925 1.912  0.000
26 H 1.831 -2.304 -2.277  0.000
27 H 3.476 -2.491 -4.100  0.000
28 H 5.654 -1.311 -3.937  0.000
29 H 6.152 0.054 -1.926  0.000
30 H 4.489 0.241 -0.106  0.000
31 S -4.209 -3.043 -5.666  -0.002
32 C -3.202 -2.563 -4.445  -0.001
33 S -3.194 -3.267 -2.876  0.002
34 C -1.945 -2.271 -2.166  0.003
35 C -1.400 -1.338 -2.981  -0.003
36 S -0.162 -0.251 -2.482  -0.004
37 S -2.043 -1.297 -4.606  0.000
38 S -1.476 -2.455 -0.514  -0.025
39 C -1.151 3.281 0.870  0.000
40 S -0.830 1.569 1.285  0.002
41 O 0.152 1.169 0.198  -0.008
42 C -2.402 0.886 0.809  0.000
43 C -3.133 0.205 1.769  0.000
44 C -4.321 -0.410 1.398  0.000
45 C -4.748 -0.353 0.079  0.000
46 C -3.996 0.319 -0.879  0.000
47 C -2.813 0.940 -0.517  0.000
48 H -1.372 3.358 -0.194  0.000
49 H -0.249 3.842 1.112  0.000
50 H -1.991 3.632 1.472  0.000
51 H -2.756 0.129 2.783  0.000
52 H -4.895 -0.961 2.133  0.000
53 H -5.660 -0.860 -0.215  0.000
54 H -4.317 0.332 -1.915  0.000
55 H -2.187 1.414 -1.262  0.000

Calculated values
F_max ... 2.18 eV Å⁻¹
Frontier orbital gap (alpha / beta) ... 5.47 / 5.66 eV
Total charge ... -1
LUMO energy (alpha / beta) ... 1.46 / 1.54 eV
Spin multiplicity ... 2
Energy relative to the best compared isomer or geometry (same formula, charge and spin) ... 0.00 kcal/mol



The following is a DFT calculation (ωB97M-V/def2-TZVPD) of the molecule C13H11Cl2NO5 in a non-equilibrium geometry.

Each line ends with the Löwdin charge.
CARTESIAN COORDINATES (ANGSTROEM)
1 C -0.682 4.081 -2.124  -0.054
2 C 0.197 4.194 -0.867  -0.212
3 O -0.280 3.360 0.181  0.018
4 C -0.019 2.054 0.014  -0.357
5 O 0.866 1.591 -0.719  0.135
6 C -0.910 1.062 0.745  -0.299
7 C -1.583 1.739 1.954  0.036
8 O -1.844 0.485 -0.158  0.171
9 C -1.397 -0.719 -0.461  -0.474
10 O -1.868 -1.412 -1.326  0.159
11 N -0.353 -1.178 0.328  0.152
12 C 0.380 -2.378 0.266  -0.136
13 C -0.279 -3.560 -0.082  -0.020
14 C 0.437 -4.747 -0.230  -0.635
15 Cl -0.345 -6.223 -0.702  0.683
16 C 1.836 -4.750 0.032  -0.105
17 C 2.498 -3.559 0.408  -0.617
18 Cl 4.244 -3.581 0.632  0.659
19 C 1.757 -2.394 0.518  -0.021
20 C -0.097 -0.149 1.157  -0.337
21 O 0.626 -0.219 2.160  0.119
22 H -0.245 4.714 -2.898  0.080
23 H -0.704 3.059 -2.525  0.083
24 H -1.694 4.431 -1.896  0.081
25 H 1.231 3.950 -1.132  0.119
26 H 0.219 5.248 -0.490  0.138
27 H -0.842 2.221 2.580  0.099
28 H -2.123 1.002 2.573  0.107
29 H -2.335 2.489 1.620  0.109
30 H -1.318 -3.623 -0.347  0.109
31 H 2.326 -5.696 0.011  0.091
32 H 2.302 -1.493 0.777  0.120

Calculated values
F_max ... 5.12 eV Å⁻¹
Frontier orbital gap ... 9.76 eV
LUMO energy ... 0.30 eV
SMILES string ... CCOC(=O)[C@@]1(C)OC(=O)N(c2cc(Cl)cc(Cl)c2)C1=O
Energy relative to the best compared isomer or geometry (same formula, charge and spin) ... 0.00 kcal/mol



- The lowest F_max belongs to which entry?
  C3H9N2O2



- The lowest F_max belongs to which entry?
  C3H9N2O2



Please write out number 3 again, unchanged.
The following is a DFT calculation (ωB97M-V/def2-TZVPD) of the molecule C3H10P2 in a non-equilibrium geometry.

Each line ends with the Löwdin charge.
CARTESIAN COORDINATES (ANGSTROEM)
1 C 0.951 -1.661 0.219  -0.075
2 P 0.246 0.480 0.099  0.406
3 C -1.332 0.340 0.957  -0.289
4 C -0.181 0.497 -1.675  -0.290
5 P 1.337 2.118 0.567  0.379
6 H 0.991 -1.520 1.282  -0.010
7 H 0.141 -2.144 -0.209  -0.013
8 H 1.868 -1.477 -0.265  -0.005
9 H -1.147 -0.608 1.440  0.007
10 H -1.554 0.987 1.830  0.055
11 H -2.138 0.255 0.187  0.056
12 H 0.595 0.064 -2.343  0.062
13 H -0.982 -0.234 -1.770  0.037
14 H -0.363 1.423 -2.027  -0.011
15 H 1.568 1.479 1.710  -0.310

Calculated values
F_max ... 5.48 eV Å⁻¹
Frontier orbital gap ... 7.78 eV
LUMO energy ... 0.64 eV
SMILES string ... CP(C)(C)=P
Energy relative to the best compared isomer or geometry (same formula, charge and spin) ... 26.63 kcal/mol